Model P:
2 unconnected molecules or ions with the total composition C5H13N3O, computed with the ωB97M-V functional and the def2-TZVPD basis.

Its multiplicity is 1. The SMILES is [H]/N=C(\C)N(C)C=O.CN. The total charge is 0. As for the LUMO energy: 0.904 eV.

Last column: Löwdin charge in e.
Element x y z (Å)
H: 2.9967 -1.4583 -1.3707  0.05
N: 2.4540 -0.6246 -1.1710  0.12
C: 1.6521 -0.7746 -0.1931  -0.42
C: 1.3817 -2.0832 0.4956  -0.02
N: 0.9694 0.3559 0.2515  -0.09
C: 1.2108 1.6093 -0.4455  -0.05
C: -0.1161 0.3457 1.1126  -0.35
O: -0.4543 -0.6012 1.8525  -0.07
H: 1.9994 -2.8635 0.0517  0.08
H: 1.5965 -2.0075 1.5587  0.09
H: 0.3377 -2.3655 0.3914  0.08
H: 0.3707 1.8579 -1.0985  0.09
H: 1.3628 2.4114 0.2803  0.09
H: 2.1052 1.5289 -1.0593  0.07
H: -0.4206 1.3787 1.3521  0.14
C: -2.8509 0.9348 -0.2926  -0.16
N: -1.7822 -0.0527 -0.2487  -0.06
H: -2.5684 1.7523 -0.9578  0.07
H: -2.9925 1.3386 0.7092  0.08
H: -3.8041 0.5204 -0.6376  0.07
H: -1.8492 -0.7472 0.5820  0.12
H: -1.5989 -0.4558 -1.1628  0.10

=====

Model Q:
2 unconnected molecules or ions with the total composition C5H13N3O, computed with the ωB97M-V functional and the def2-TZVPD basis.

Its multiplicity is 1. The SMILES is [H]/N=C(/N)CC.CC(N)=O. The total charge is 0. As for the LUMO energy: 0.821 eV.

Last column: Löwdin charge in e.
Element x y z (Å)
H: -0.2008 1.7582 0.6795  0.00
N: -1.0312 1.2374 0.9534  0.03
C: -1.0882 0.0739 0.3887  -0.51
N: -2.2618 -0.6563 0.5665  0.08
C: 0.3232 -1.0909 0.5865  -0.14
C: 0.6694 -1.0386 2.0601  -0.14
H: -2.1374 -1.6082 0.8869  0.08
H: -2.8981 -0.1684 1.1861  0.09
H: 1.2393 -1.0115 0.0004  0.07
H: -0.0898 -2.0635 0.2984  0.08
H: 1.4831 -1.7328 2.2967  0.07
H: 1.0131 -0.0374 2.3398  0.07
H: -0.1962 -1.2657 2.6881  0.07
C: 1.5708 1.3119 -1.4036  0.00
C: 0.5916 0.2993 -1.9140  -0.53
N: -0.7990 0.5318 -1.5708  0.11
O: 0.8599 -0.5833 -2.7040  0.07
H: 1.2053 1.9050 -0.5662  0.06
H: 2.4565 0.7855 -1.0464  0.09
H: 1.8517 2.0055 -2.2031  0.10
H: -1.4047 -0.1395 -2.0353  0.12
H: -1.1569 1.4875 -1.4873  0.13

=====

Model R:
2 unconnected molecules or ions with the total composition C5H13N3O, computed with the ωB97M-V functional and the def2-TZVPD basis.

Its multiplicity is 1. The total charge is 0. As for the LUMO energy: 0.891 eV.

Last column: Löwdin charge in e.
Element x y z (Å)
C: -0.4670 0.7233 0.3208  -0.35
C: -0.4496 -2.1206 1.3514  -0.01
C: 0.0436 2.1514 0.3546  -0.13
C: 0.6913 -1.1777 1.0310  -0.52
N: -1.5166 0.4988 -0.6774  -0.01
O: 1.4882 -0.7507 1.8472  0.06
H: -0.8707 0.5302 1.3184  0.10
H: -1.8679 1.3524 -1.1043  0.06
H: -2.3159 0.0367 -0.2598  0.06
H: -0.7935 -1.9273 2.3662  0.09
H: -0.0641 -3.1434 1.3061  0.09
H: -1.2842 -2.0532 0.6550  0.07
H: 0.4045 2.4918 -0.6223  0.06
H: -0.7324 2.8617 0.6646  0.07
H: 0.8665 2.2212 1.0681  0.08
N: 0.9493 0.2032 -2.1594  0.11
C: 1.1938 -0.0775 -0.8547  -0.32
N: 1.1307 -1.3642 -0.4011  0.05
H: 0.0749 -0.1842 -2.5017  0.09
H: 1.0423 1.1784 -2.4062  0.09
H: 0.5393 -1.9735 -0.9534  0.11
H: 1.9375 0.5233 -0.3432  0.13

=====

Model S:
A single C5H13N3O molecule, computed with the ωB97M-V functional and the def2-TZVPD basis.

Its multiplicity is 1. The total charge is 0. As for the LUMO energy: 0.558 eV.

Last column: Löwdin charge in e.
Element x y z (Å)
C: -0.1260 1.7775 1.2565  -0.04
C: -0.4729 0.2934 1.0651  -0.65
N: -1.7803 0.3231 0.0512  0.09
O: -0.5681 -0.4025 2.1329  -0.13
H: -2.2577 -0.5523 0.2557  0.09
H: -2.3749 1.1175 0.2745  0.08
H: 0.7840 1.8649 1.8487  0.08
H: 0.0038 2.3366 0.3249  0.07
H: -0.9462 2.2330 1.8157  0.08
C: 1.9164 0.0675 -0.1125  -0.03
C: 0.4784 -0.4376 -0.0957  -0.48
N: 0.3787 -1.8760 0.1452  0.07
N: -0.6865 -1.0511 -2.1413  0.12
C: -0.2941 -0.0800 -1.3237  -0.11
H: 1.2718 -2.3340 0.0051  0.08
H: 0.1105 -1.9572 1.1360  0.08
H: -1.3222 -0.8534 -2.8985  0.12
H: -0.7365 -1.9612 -1.6793  0.10
H: -0.2269 0.9216 -1.7275  0.14
H: 1.9883 1.1165 -0.4054  0.08
H: 2.3375 -0.0364 0.8900  0.10
H: 2.5231 -0.5099 -0.8178  0.08

=====

Most stable to least stable, the ends of the list are model P and model R.

=====

Model P:
A single C5H13N3O molecule, computed with the ωB97M-V functional and the def2-TZVPD basis.

Its multiplicity is 1. The total charge is 0. As for the LUMO energy (spin up / spin down): 0.168 / 0.699 eV.

Last column: Löwdin charge in e.
Element x y z (Å)
C: -2.0144 0.8838 -0.3794  -0.24
N: -3.0423 0.3624 -1.2786  0.01
C: -0.8385 -0.0794 -0.4213  -0.37
O: -1.2512 -1.3029 0.1173  -0.03
H: -3.8598 0.9598 -1.2720  0.07
H: -3.3263 -0.5608 -0.9697  0.07
H: -0.5131 -0.1792 -1.4597  0.15
H: -1.6963 1.8603 -0.7511  0.11
H: -2.3381 0.9955 0.6633  0.12
C: 1.4111 -1.7239 -0.5251  -0.11
C: 2.6748 -0.1222 0.8096  -0.08
N: 1.5526 -0.4456 -0.0485  -0.18
C: 0.4020 1.4590 1.0694  0.01
N: 0.3521 0.3545 0.3638  -0.07
H: -0.4711 -1.9075 -0.0155  0.06
H: 1.1275 -1.8277 -1.5669  0.05
H: 2.8660 0.9555 0.7662  0.08
H: 2.5104 -0.4067 1.8557  0.10
H: 3.5423 -0.6488 0.4244  0.09
H: 2.0497 -2.4793 -0.0879  0.05
H: -0.2768 2.2736 0.8610  0.06
H: 1.1394 1.5796 1.8450  0.05

=====

Model Q:
A single C5H13N3O molecule, computed with the ωB97M-V functional and the def2-TZVPD basis.

Its multiplicity is 1. The SMILES is [H]/N=C\N(N)C[C@H](O)CC. The total charge is 0. As for the LUMO energy: 0.817 eV.

Last column: Löwdin charge in e.
Element x y z (Å)
H: -0.6954 -1.2270 1.9204  0.01
N: -1.5648 -0.7967 1.7610  0.09
C: -1.8714 -0.2652 0.6644  -0.30
N: -1.1695 -0.2594 -0.5013  -0.23
N: -1.4554 0.3454 -1.6779  0.06
C: 0.1312 -0.9795 -0.5639  -0.10
C: 1.4161 -0.1721 -0.4254  -0.44
O: 2.3896 -1.0617 0.0117  -0.04
C: 1.4108 0.8951 0.6358  -0.18
C: 0.4578 2.0502 0.3613  -0.10
H: -2.8144 0.2928 0.6091  0.12
H: -1.5930 1.3203 -1.5443  0.06
H: -2.3257 -0.0195 -2.0288  0.09
H: 0.0632 -1.6872 0.2934  0.12
H: 0.1414 -1.5852 -1.4657  0.12
H: 1.6471 0.2209 -1.3797  0.13
H: 2.5158 -1.7424 -0.7026  0.13
H: 2.4952 1.1661 0.6457  0.13
H: 0.9625 0.4545 1.5457  0.11
H: -0.0738 1.8766 -0.5780  0.04
H: 0.9727 3.0365 0.3715  0.08
H: -0.3514 2.1913 1.1142  0.08

=====

Most stable to least stable, the ends of the list are model Q and model P.

=====

Model P:
A single CH2O2S molecule, computed with the ωB97M-V functional and the def2-TZVPD basis.

Its multiplicity is 1. The total charge is 0. As for the LUMO energy: 0.015 eV.

Last column: Löwdin charge in e.
Element x y z (Å)
C: 0.8765 -0.1798 0.2928  -0.36
O: -1.5924 0.3821 0.5067  -0.67
O: 2.0357 -0.4152 0.0871  0.03
S: -0.9901 -0.7096 -0.2773  0.84
H: 0.4106 0.8409 0.8966  0.14
H: -0.7403 0.0817 -1.5059  0.03

=====

Model Q:
A single CH2O2S molecule, computed with the ωB97M-V functional and the def2-TZVPD basis.

Its multiplicity is 1. The SMILES is OC(O)=S. The total charge is 0. As for the LUMO energy: 0.084 eV.

Last column: Löwdin charge in e.
Element x y z (Å)
O: -0.8436 -1.0121 -0.0900  0.09
C: -0.0064 -0.0400 0.0840  -0.89
O: -0.6664 1.2280 -0.1179  -0.06
S: 1.6827 -0.0440 -0.0775  0.63
H: -0.4000 -1.8420 -0.0041  0.11
H: 0.2338 1.7101 0.2055  0.11

=====

Most stable to least stable, the ends of the list are model Q and model P.

=====

Model P:
A single CH2O2S molecule, computed with the ωB97M-V functional and the def2-TZVPD basis.

Its multiplicity is 1. The total charge is 0. As for the LUMO energy (spin up / spin down): -2.445 / -0.762 eV.

Last column: Löwdin charge in e.
Element x y z (Å)
C: -0.3765 -0.1703 0.2897  -0.66
O: -1.1323 -1.1190 -0.3996  -0.20
O: -2.3329 -1.4358 -0.0086  -0.01
S: -0.7610 0.4317 1.9148  0.70
H: 0.6439 -0.5773 0.2762  0.09
H: -0.3701 0.7389 -0.3350  0.09

=====

Model Q:
A single CH2O2S molecule, computed with the ωB97M-V functional and the def2-TZVPD basis.

Its multiplicity is 1. The SMILES is OC(O)=S. The total charge is 0. As for the LUMO energy: 0.544 eV.

Last column: Löwdin charge in e.
Element x y z (Å)
O: 0.4505 0.0076 -1.2210  0.06
C: 0.0478 0.0301 0.0379  -0.98
O: -0.7373 -1.0453 0.2404  0.04
S: 0.3437 1.1940 1.1769  0.66
H: 1.0040 0.7821 -1.3633  0.11
H: -1.1088 -0.9684 1.1292  0.10

=====

Model R:
2 unconnected molecules or ions with the total composition CH2O2S, computed with the ωB97M-V functional and the def2-TZVPD basis.

Its multiplicity is 1. The total charge is 0. As for the LUMO energy: -0.750 eV.

Last column: Löwdin charge in e.
Element x y z (Å)
C: 0.9886 -0.1286 0.0797  -0.62
O: 3.4431 0.7121 -0.1102  -0.59
O: 0.1361 -1.0635 -0.0239  -0.11
S: 2.5457 -0.4362 0.1182  0.92
H: 0.6554 0.7586 -0.3145  0.08
H: 0.6178 -2.2720 0.2164  0.32

=====

Most stable to least stable, the ends of the list are model Q and model P.

=====

Model P:
A single CH3Br2ClOSi molecule, computed with the ωB97M-V functional and the def2-TZVPD basis.

Its multiplicity is 1. The SMILES is CO[Si](Cl)(Br)Br. The total charge is 0. As for the LUMO energy: 0.454 eV.

Last column: Löwdin charge in e.
Element x y z (Å)
C: 1.5171 -0.2935 -0.1583  -0.09
O: 0.3431 0.5115 -0.2358  -0.35
Si: -1.2104 0.3184 -0.0354  -0.89
Cl: -2.2613 0.2178 -1.7088  0.37
Br: -1.7753 -1.2906 1.3464  0.38
Br: -1.9803 2.1019 1.0385  0.34
H: 1.3321 -0.8685 0.7017  0.05
H: 2.3297 0.3259 0.0469  0.07
H: 1.7052 -1.0229 -0.9952  0.12

=====

Model Q:
A molecular structure, CH3Br2ClOSi, computed with the ωB97M-V functional and the def2-TZVPD basis.

Its multiplicity is 1. The total charge is 0. As for the LUMO energy (spin up / spin down): -1.873 / -1.873 eV.

Last column: Löwdin charge in e.
Element x y z (Å)
C: -0.8791 1.0272 -1.2103  -0.38
O: -0.3832 -0.2142 -1.2422  -0.32
Si: 0.9228 -1.3014 1.1185  -0.60
Cl: 1.5172 -2.9302 0.2735  0.41
Br: 2.1020 0.4337 1.8024  0.32
Br: -0.3621 -1.3535 2.8901  0.33
H: -0.4196 1.7192 -2.0962  0.11
H: -0.4764 1.6120 -0.3416  0.05
H: -2.0216 1.0071 -1.1941  0.08

=====

Model R:
2 unconnected molecules or ions with the total composition CH3Br2ClOSi, computed with the ωB97M-V functional and the def2-TZVPD basis.

Its multiplicity is 1. The total charge is 0. As for the LUMO energy: -2.355 eV.

Last column: Löwdin charge in e.
Element x y z (Å)
C: 0.2108 0.0603 -0.0613  -0.07
O: 1.3273 -0.4144 -0.8521  -0.37
Si: 2.4358 0.5133 -1.5397  -0.23
Cl: 3.5323 1.8126 -0.4847  0.39
Br: 3.4674 -0.9977 -2.8342  0.41
Br: 0.4413 2.6947 -3.3661  -0.37
H: -0.4542 0.0433 -0.8791  0.08
H: 0.3403 0.9400 0.5007  0.08
H: -0.1135 -0.7440 0.5095  0.07

=====

Most stable to least stable, the ends of the list are model P and model Q.

=====

Model P:
A molecular structure, C3H8NO2, computed with the ωB97M-V functional and the def2-TZVPD basis.

Its multiplicity is 1. The total charge is -1. As for the LUMO energy: 4.250 eV.

Last column: Löwdin charge in e.
Element x y z (Å)
C: -1.9130 1.1185 1.6314  -0.29
O: -1.8972 0.1030 0.6760  -0.26
H: -1.2615 1.9919 1.3347  0.07
H: -2.9215 1.4906 1.7699  0.04
H: -1.5368 0.7952 2.6100  0.05
C: 0.6826 -0.7359 -1.4292  -0.46
N: 0.3314 -0.6288 -0.1263  -0.12
C: 1.3224 0.1146 0.5759  -0.21
O: 1.7816 -0.4029 -1.9265  -0.13
H: -0.1320 -1.1408 -2.0697  0.10
H: -0.8993 -0.2510 0.3002  0.00
H: 2.2939 -0.3525 0.3658  0.06
H: 1.1482 0.0896 1.6931  0.07
H: 1.3622 1.1947 0.2153  0.09

=====

Model Q:
A gas-phase ion, C3H8NO2 (charge -1), computed with the ωB97M-V functional and the def2-TZVPD basis.

Its multiplicity is 1. The SMILES is [O-]CNCCO. The total charge is -1. As for the LUMO energy: 3.872 eV.

Last column: Löwdin charge in e.
Element x y z (Å)
O: -2.4326 -0.6072 -0.4974  -0.36
C: -1.1945 -1.0806 -0.7178  -0.59
N: -0.3505 -0.0327 -1.3855  -0.08
C: 0.8249 0.2878 -0.5458  -0.27
C: 0.5033 0.9029 0.8286  -0.24
O: 1.4365 0.3801 1.8314  -0.11
H: -0.6655 -1.3413 0.2433  0.07
H: -1.2292 -2.0005 -1.3550  0.07
H: -0.9887 0.7322 -1.1413  0.06
H: 1.5953 0.7987 -1.1331  0.09
H: 1.3449 -0.6443 -0.2782  0.09
H: -0.5609 0.8125 1.0307  0.11
H: 0.8666 1.9307 0.7397  0.10
H: 0.8504 -0.1383 2.3804  0.06

=====

Model R:
A gas-phase ion, C3H8NO2 (charge -1), computed with the ωB97M-V functional and the def2-TZVPD basis.

Its multiplicity is 1. The SMILES is N[C@@H](C[O-])CO. The total charge is -1. As for the LUMO energy: 4.084 eV.

Last column: Löwdin charge in e.
Element x y z (Å)
N: -0.2829 0.3396 -1.4077  0.01
C: -0.2337 -0.1658 -0.0125  -0.40
C: 1.0273 -1.1901 0.0131  -0.54
O: 2.1685 -0.6965 -0.4182  -0.32
C: -0.1608 0.9365 0.9989  -0.24
O: -1.4352 1.6504 1.1317  -0.12
H: 0.5376 -0.0553 -1.8670  0.05
H: -1.0958 -0.0168 -1.8885  0.04
H: -1.1321 -0.7939 0.1251  0.12
H: 1.0022 -1.6723 1.0353  0.08
H: 0.5882 -1.9606 -0.6864  0.07
H: 0.0179 0.4685 1.9747  0.11
H: 0.6986 1.5792 0.7970  0.11
H: -1.6999 1.5770 0.2045  0.05

=====

Most stable to least stable, the ends of the list are model P and model Q.

=====

Model P:
2 unconnected molecules or ions with the total composition C3H2F4, computed with the ωB97M-V functional and the def2-TZVPD basis.

Its multiplicity is 1. The SMILES is FC(F)F.C#CF. The total charge is 0. As for the LUMO energy: 0.282 eV.

Last column: Löwdin charge in e.
Element x y z (Å)
F: -4.7677 -0.1669 -1.1592  0.02
C: -3.8880 -0.0598 -0.0542  -0.46
F: -4.3809 0.7663 0.8133  0.14
F: -4.1393 -1.2524 0.4230  0.16
H: -3.3404 0.7333 -0.3839  0.13
C: 0.7113 0.7193 -0.4787  0.14
C: -0.3664 1.1411 -0.1403  -0.21
F: -1.2311 2.0517 0.1481  0.11
H: 1.1378 0.0037 -0.9771  -0.03

=====

Model Q:
A molecular structure, C3H2F4, computed with the ωB97M-V functional and the def2-TZVPD basis.

Its multiplicity is 1. The total charge is 0. As for the LUMO energy: 0.924 eV.

Last column: Löwdin charge in e.
Element x y z (Å)
C: -0.5374 -0.1216 -0.6541  0.16
C: -0.9417 1.0284 -0.1577  -0.42
C: 1.0791 -0.7860 0.3130  -0.21
F: -2.1307 1.5184 -0.5041  0.11
F: -0.2210 1.8853 0.5475  0.13
F: 1.1127 -2.0821 0.1535  0.10
F: 0.7794 -0.4259 1.6478  0.00
H: -0.9614 -0.8032 -1.2009  0.02
H: 1.8211 -0.2132 -0.1449  0.11

=====

Most stable to least stable, the ends of the list are model Q and model P.